1.
11
Properties=species:S:1:pos:R:3:forces:R:3:lowdin_charge:R:1 method="wB97M-V/def2-TZVPD" homo_lumo_gap_ev="7.72 / 8.20" e_above_lowest_ev=4.172
C 0.3695 -0.5714 -0.1993 -0.063 -0.615 1.336 -0.254
C 0.7900 -1.8099 -0.6045 -0.349 2.290 2.341 0.038
C -1.0704 1.0856 0.3360 2.164 -0.213 0.656 -0.123
C -0.1490 0.1124 1.1567 0.705 0.384 -3.165 0.040
C -0.0818 0.7115 -0.8629 -0.412 -0.596 2.682 -0.120
F 0.7599 1.6072 -1.4452 -0.876 -0.896 0.762 0.043
H 0.9201 -1.9204 -1.6405 0.337 -0.554 -1.123 0.032
H 1.0811 -2.5745 0.1466 -0.426 0.571 -0.844 0.069
H -2.0933 0.7543 0.3193 -0.335 0.008 -0.695 0.083
H -0.9576 2.0881 0.7438 -0.381 0.317 -0.356 0.090
H 0.4314 0.5172 2.0500 -0.365 -0.695 -1.594 0.103

=====

2.
11
Properties=species:S:1:pos:R:3:forces:R:3:lowdin_charge:R:1 method="wB97M-V/def2-TZVPD" homo_lumo_gap_ev=9.45 e_above_lowest_ev=2.505
C -2.0055 -0.2548 0.0854 -1.450 -0.622 -1.930 -0.054
C -0.6625 0.3716 -0.0614 3.641 0.716 -0.046 -0.297
C 0.5574 -0.2578 -0.2076 -2.456 0.741 0.803 -0.101
C 1.9179 0.1790 -0.1441 6.968 1.150 1.514 -0.135
C 3.1810 0.3552 0.1020 -3.963 -1.002 -1.206 0.083
H -2.4952 -0.0893 1.0694 0.393 0.300 -0.706 0.084
H -2.6173 0.2399 -0.7896 0.622 -1.010 1.879 0.119
H -2.0485 -1.4169 -0.0881 0.578 2.363 0.204 0.119
H 0.3989 -1.3123 -0.1522 0.330 -0.756 -0.180 0.093
H 4.3772 0.4120 0.2375 -3.826 -0.020 -0.452 0.084
F -0.6034 1.7733 -0.0513 -0.839 -1.860 0.120 0.005

=====

3.
16
Properties=species:S:1:pos:R:3:forces:R:3:lowdin_charge:R:1 method="wB97M-V/def2-TZVPD" charge=-1 homo_lumo_gap_ev=7.49 e_above_lowest_ev=0.238
C 1.9402 -0.9673 0.1252 1.742 -2.339 1.015 -0.381
C -3.3747 -0.3206 -0.5582 -1.061 0.207 1.219 -0.777
C -0.3192 -1.7229 0.2544 -0.476 0.424 0.442 0.087
C 0.6010 -0.7424 0.0010 -2.640 0.079 -0.160 -0.306
C 0.2806 0.6176 -0.5335 -1.459 0.500 -0.862 -0.043
N 2.2072 -2.1763 0.5856 1.373 3.308 -0.375 -0.011
N 1.5456 -3.0420 0.9092 -0.599 -3.612 0.666 0.150
O -3.1167 -1.4526 -0.8689 -0.194 -1.473 -0.557 -0.010
O -2.8427 0.7498 -0.6537 0.440 1.494 -0.299 0.009
F 2.8980 -0.0804 -0.0101 1.173 0.766 -0.311 0.090
F -4.6469 -0.2265 0.2486 0.400 -0.129 -0.454 -0.141
H -1.3813 -1.5627 -0.0157 0.715 -0.176 0.173 0.048
H -0.1384 -2.6727 0.8605 -0.087 1.348 -0.887 0.050
H 1.0917 1.0653 -1.0951 0.241 -0.239 -0.304 0.065
H 0.0324 1.3794 0.2094 -0.090 -0.415 0.345 0.089
H -0.6261 0.5295 -1.1666 0.523 0.256 0.349 0.080

=====

4.
23
Properties=species:S:1:pos:R:3:forces:R:3:lowdin_charge:R:1 method="wB97M-V/def2-TZVPD" homo_lumo_gap_ev=7.20 e_above_lowest_ev=0.000
O -1.2249 4.3196 -3.4179 0.223 0.391 0.065 0.133
N -0.5700 3.5536 -3.9621 -0.380 -0.419 -0.310 0.025
O 0.3226 2.8707 -3.0049 -0.064 0.132 0.513 -0.131
C 0.1835 1.4695 -3.1074 0.251 -0.032 -0.383 -0.161
C 0.0892 0.8882 -1.7317 -0.117 0.103 0.185 -0.123
C -0.3778 1.6423 -0.6577 0.169 -0.174 -0.400 0.060
N -0.4472 1.0621 0.5220 -0.192 0.234 0.224 0.102
N -0.1498 -0.1717 0.8237 0.105 -0.408 0.199 0.238
C 0.2889 -0.9017 -0.1682 0.021 -0.543 0.338 -0.259
F 0.5892 -2.1541 0.0893 -0.219 0.917 -0.115 0.183
C 0.4355 -0.4062 -1.4633 0.198 -0.388 -0.329 0.131
H -0.7178 1.2071 -3.6624 -0.139 -0.007 -0.083 0.141
H 1.0245 1.0189 -3.6336 0.131 0.024 -0.037 0.138
H -0.6725 2.6708 -0.7567 -0.030 0.204 0.157 0.150
H -0.7761 1.6079 1.3130 0.008 -0.167 0.231 0.203
H 0.8184 -1.0580 -2.2337 0.060 -0.113 -0.069 0.152
F 0.3304 -0.8661 3.5907 0.198 0.147 0.284 -0.252
P 0.1688 -2.5286 3.5901 0.085 -0.182 0.274 0.379
F -1.3180 -2.1818 2.9170 0.115 0.220 -0.429 -0.243
F 1.6805 -2.3516 2.9121 -0.168 0.161 -0.419 -0.235
F -0.6214 -2.2705 5.0125 -0.162 -0.287 -0.152 -0.207
F 0.9156 -3.6544 4.5297 0.133 0.326 0.048 -0.203
F 0.0284 -3.7659 2.4994 -0.226 -0.141 0.208 -0.222

=====

5.
13
Properties=species:S:1:pos:R:3:forces:R:3:lowdin_charge:R:1 method="wB97M-V/def2-TZVPD" homo_lumo_gap_ev=6.92 e_above_lowest_ev=1.235
C 1.8346 0.8003 0.1103 2.262 1.309 -2.559 -0.157
C 1.3282 -0.5554 0.0817 0.082 -2.154 -0.349 -0.793
C -0.1246 -0.7216 -0.0001 0.563 0.015 -0.194 -0.093
C -1.0930 0.1907 -0.0003 0.189 1.248 0.354 -0.333
C -2.4987 -0.1606 -0.0555 -1.715 -0.020 -0.399 -0.562
H 2.9519 0.7479 -0.1734 -1.585 0.360 1.262 0.096
H 1.5639 1.3122 1.0188 0.224 0.385 0.281 0.088
H 1.4207 1.3609 -0.7784 0.012 -0.347 1.068 0.108
H -0.5538 -1.6807 -0.1780 0.228 -0.856 0.221 0.063
H -3.2216 0.6853 -0.2551 1.014 -0.784 0.322 0.083
F -0.8672 1.5437 0.0912 -0.282 -1.065 -0.022 0.037
S 2.3721 -1.8539 0.0351 -1.314 0.946 0.097 0.727
S -3.1125 -1.6689 0.1039 0.321 0.961 -0.083 0.736

=====

6.
12
Properties=species:S:1:pos:R:3:forces:R:3:lowdin_spin:R:1 method="wB97M-V/def2-TZVPD" charge=+3 s_squared=8.7592 multiplicity=6 homo_lumo_gap_ev="5.07 / 8.26"
C 0.5679 -1.1442 3.0918 -0.732 -0.249 -2.268 0.104
C 0.8040 -1.5460 1.7928 0.723 1.448 0.804 0.226
C 1.2675 0.2495 2.2285 1.400 -2.232 2.374 0.337
O 0.8251 0.9087 1.2803 -2.416 0.732 -4.072 0.140
Ho 0.0620 0.9490 -0.9000 0.509 0.165 1.490 4.151
H 1.1485 -1.6250 3.8938 0.198 0.724 0.341 -0.001
H -0.5361 -1.0757 3.1951 0.118 0.146 0.641 0.035
H 2.1260 0.6578 2.7865 -0.124 -0.705 -0.028 0.008
C -1.0369 0.7301 -3.2284 0.285 -0.128 0.201 -0.004
C -1.5407 0.6385 -4.3961 -0.132 0.160 1.024 0.002
H -1.9464 -0.3071 -4.7846 0.097 -0.073 -0.244 0.000
H -1.7409 1.5644 -4.9598 0.074 0.012 -0.264 0.000

=====

7.
15
Properties=species:S:1:pos:R:3:forces:R:3:lowdin_charge:R:1 method="wB97M-V/def2-TZVPD" homo_lumo_gap_ev="6.92 / 6.73" e_above_lowest_ev=0.528
C 0.9379 -1.0538 0.3645 0.717 -0.369 3.050 -0.617
C 0.4069 0.1125 -0.2940 -1.210 1.043 -1.322 -0.700
C 1.2319 -2.2738 -0.3648 2.971 -1.907 -0.154 -0.315
C 0.9593 1.3220 -0.5024 2.580 0.471 1.468 -0.601
C -2.2183 0.9941 -0.2059 -1.193 -2.044 -1.558 -0.365
O 1.9800 -3.1893 0.0335 -1.867 1.727 -0.188 -0.004
S 1.1144 -1.3342 2.0452 -0.205 0.662 -1.071 0.547
S 0.6905 0.1638 3.1951 0.075 -0.220 -0.588 0.134
S -1.2263 -0.3824 -0.9240 0.501 0.555 -0.338 0.847
I 0.3837 2.9842 -1.7237 0.061 -1.120 0.615 0.826
H 0.9862 -2.2936 -1.4178 -0.765 0.101 -0.528 0.117
H 1.9804 1.6177 0.0465 -2.431 -0.949 -1.338 0.097
H -3.1318 1.0766 -0.8928 1.707 0.916 0.688 0.072
H -1.4690 1.7358 -0.0096 -0.744 0.942 -0.034 -0.045
H -2.6261 0.5204 0.6503 -0.198 0.193 1.296 0.007

=====

8.
11
Properties=species:S:1:pos:R:3:forces:R:3:lowdin_charge:R:1 method="wB97M-V/def2-TZVPD" homo_lumo_gap_ev=9.57 e_above_lowest_ev=8.332
C 0.2762 -0.3485 -0.1495 8.330 1.517 3.423 -0.561
C -0.9343 -0.5254 -0.5528 -18.900 -1.102 -0.604 -0.198
C -2.2535 -0.4897 -0.2915 6.181 -0.418 -1.803 0.161
C 0.2926 1.0095 0.4842 1.097 1.708 2.215 -0.118
C 0.3730 2.0026 1.2040 -0.106 -1.521 0.977 0.091
H 2.2724 -0.8468 -0.6180 -2.618 2.915 -2.240 0.164
H 1.2512 -1.4386 -1.5926 -0.394 3.326 -0.224 0.104
H 0.3723 -1.1552 0.7679 0.665 1.767 -2.128 0.208
H -3.4286 -0.4751 -0.1508 3.334 -0.115 -0.638 0.080
H 0.4308 2.5956 2.1898 -0.160 -0.867 -2.621 0.071
N 1.3479 -0.3284 -1.2907 2.571 -7.209 3.643 -0.003

=====

9.
11
Properties=species:S:1:pos:R:3:forces:R:3:lowdin_charge:R:1 method="wB97M-V/def2-TZVPD" homo_lumo_gap_ev="8.65 / 8.65" e_above_lowest_ev=6.296
C -1.1876 1.1016 -0.0970 0.303 -1.332 0.223 0.023
C -1.6140 -0.1054 -0.1115 2.752 3.528 0.982 0.025
C 2.2824 -0.3468 0.0762 1.050 -1.774 -1.417 -0.346
C -0.2473 0.0929 0.4517 0.048 -0.904 1.877 -0.326
C 0.8664 -0.3088 -0.3984 1.170 2.731 -0.183 -0.033
N 2.4425 0.8622 -0.0254 -1.642 -0.270 0.078 0.168
H -0.9648 2.0835 -0.2776 -0.460 2.270 -0.576 0.089
H -2.3244 -0.7271 -0.3443 -3.634 -3.391 -1.220 0.044
H 2.9949 -1.1979 0.0631 -0.340 0.404 0.723 0.101
H -0.1444 0.0775 1.5646 0.293 -0.260 -0.962 0.137
H 0.6627 0.0525 -1.4330 0.460 -1.002 0.475 0.118

=====

10.
11
Properties=species:S:1:pos:R:3:forces:R:3:lowdin_charge:R:1 method="wB97M-V/def2-TZVPD" homo_lumo_gap_ev=8.97 e_above_lowest_ev=5.833
C -1.3576 -0.6114 0.5866 -0.060 -0.039 0.076 -0.108
C -0.3663 0.0102 -0.3777 0.058 -0.258 -0.222 -0.233
C 0.8697 -0.5350 -0.5934 0.108 0.184 0.125 -0.064
C 2.1306 -0.4833 -0.4131 -0.397 0.067 -0.008 -0.008
C 2.2212 0.6385 0.3336 -0.519 0.632 0.350 -0.226
N 1.7297 1.5808 0.8823 0.393 -0.615 -0.342 0.125
H -0.8435 -1.0916 1.4242 -0.066 0.067 -0.116 0.079
H -1.9865 -1.3628 0.0964 0.092 0.112 0.062 0.072
H -2.0171 0.1622 0.9896 0.072 -0.098 -0.043 0.072
H 0.5703 1.1488 0.4538 0.271 0.006 0.030 0.180
H -0.7931 0.5672 -1.2136 0.049 -0.059 0.086 0.111

=====

11.
11
Properties=species:S:1:pos:R:3:forces:R:3:lowdin_charge:R:1 method="wB97M-V/def2-TZVPD" homo_lumo_gap_ev=9.15 e_above_lowest_ev=5.761
C 0.8466 -2.1520 -0.2010 0.500 0.864 -0.126 -0.058
C -0.4276 -1.7451 0.1398 -1.005 -0.628 0.011 0.014
C -0.3879 1.9217 0.2571 -0.027 -0.114 -0.010 0.005
C -0.8750 0.7175 0.5271 -0.468 0.458 -0.144 -0.202
C 0.9123 -0.7527 -0.3464 0.000 2.007 -3.068 -0.116
N -0.0920 -0.4231 0.5622 0.799 0.096 0.586 -0.131
H 1.3165 -2.9957 -0.6449 0.036 -0.253 -0.207 0.078
H -1.0049 2.7999 0.2861 -0.202 0.080 0.047 0.046
H 0.6508 2.0594 0.0101 0.224 0.031 -0.040 0.047
H -1.9096 0.5518 0.7961 0.000 -0.047 0.002 0.115
H 0.9707 0.0184 -1.3864 0.142 -2.494 2.949 0.200

=====

12.
11
Properties=species:S:1:pos:R:3:forces:R:3:lowdin_charge:R:1 method="wB97M-V/def2-TZVPD" homo_lumo_gap_ev="7.35 / 7.38" e_above_lowest_ev=6.021
C -1.0420 0.5598 -0.9489 -0.492 -0.088 -0.428 -0.104
C -0.2990 -0.1857 -0.1088 0.935 -1.054 0.454 -0.325
C -2.3870 0.5492 -0.4613 -0.608 1.407 0.016 -0.023
C -1.2587 -0.5000 0.8560 -1.048 -0.154 1.505 0.060
C 1.2084 -0.2299 -0.0222 -0.659 -0.032 0.764 -0.037
N -2.6194 -0.3825 0.4831 0.757 -0.707 1.032 -0.047
H -0.5459 1.2302 -1.6045 -0.574 0.718 -0.983 0.094
H 1.7369 -1.1394 -0.2139 -0.283 -0.989 -0.505 0.068
H 1.6800 0.5175 -0.6201 0.010 0.630 -0.678 0.067
H 1.4984 -0.0117 0.9808 0.126 0.323 0.912 0.068
H -3.3739 -0.3003 1.2551 1.838 -0.054 -2.089 0.179

=====

Number 1: F_max 3.29 eV/A. Number 2: F_max 7.22 eV/A. Number 3: F_max 3.72 eV/A. Number 4: F_max 0.95 eV/A. Number 5: F_max 3.66 eV/A. Number 6: F_max 4.79 eV/A. Number 7: F_max 3.53 eV/A. Number 8: F_max 18.94 eV/A. Number 9: F_max 5.12 eV/A. Number 10: F_max 0.89 eV/A. Number 11: F_max 3.86 eV/A. Number 12: F_max 2.78 eV/A.